DFT (the ωB97M-V functional and the def2-TZVPD basis) results for one molecule with the formula C6H12Se in a non-equilibrium geometry.

Properties
* F_max: 3.29 eV/A
* ΔE to the lowest compared entry with this formula, charge and spin: 138.68 kJ/mol
* calculated total energy: -71760.441 eV
* E_HOMO: -8.72 eV
* frontier orbital gap: 9.58 eV

Element x y z (Å)
Se1 3.3484 -0.4638 -0.1172
C1 -2.4744 -1.7565 -0.2200
C2 -1.8540 -0.5857 -0.5270
C3 1.4364 0.2929 -0.5226
C4 -1.0193 0.0116 0.5661
C5 1.1973 1.8037 -0.4291
C6 0.4581 -0.3952 0.5178
H1 0.5199 1.9264 0.3884
H2 -2.0115 -0.0613 -1.4394
H3 0.4170 -1.4707 0.3799
H4 -3.2416 -2.1278 -0.8451
H5 1.3707 -0.0880 -1.4903
H6 -1.0842 1.1206 0.4396
H7 -2.4789 -2.2542 0.8238
H8 0.9675 -0.2961 1.4148
H9 0.5572 2.2383 -1.3022
H10 3.2795 0.1870 1.0780
H11 -1.4499 -0.5021 1.5158
H12 2.0619 2.4207 -0.2312

DFT (the ωB97M-V functional and the def2-TZVPD basis) results for a 2-piece molecular cluster, C4H8O overall.

Properties
* F_max: 0.31 eV/A
* ΔE to the lowest compared entry with this formula, charge and spin: 191.23 kJ/mol
* calculated total energy: -6323.186 eV
* E_HOMO: -10.09 eV
* frontier orbital gap: 11.08 eV

Element x y z (Å)
O1 2.1982 -0.7287 -1.5914
C1 0.9163 0.4590 0.9730
C2 -0.2789 0.2644 0.4481
C3 -1.4161 -0.6356 0.2528
C4 -1.4711 0.8247 -0.1925
H1 1.4455 -0.3437 1.4768
H2 1.5729 -0.1591 -1.1302
H3 -1.4617 1.0184 -1.2605
H4 1.4079 1.4254 0.9404
H5 2.5192 -1.3242 -0.9005
H6 -1.3680 -1.3902 -0.5265
H7 -1.9871 -0.9296 1.1280
H8 -2.0770 1.5190 0.3822

DFT (the ωB97M-V functional and the def2-TZVPD basis) results for a 2-piece molecular cluster, CH3NOS4 overall in a non-equilibrium geometry.

Properties
* F_max: 5.95 eV/A
* ΔE to the lowest compared entry with this formula, charge and spin: 0.00 kJ/mol
* calculated total energy: -47959.622 eV
* spin multiplicity: 3
* E_HOMO (alpha / beta): -5.60 / -9.21 eV
* frontier orbital gap (alpha / beta): 5.83 / 6.82 eV

Element x y z (Å)
S1 -3.0000 1.0018 0.4571
S2 3.1999 -0.1345 0.9954
S3 -1.0526 0.5993 -0.5409
S4 -0.5686 -2.1710 0.0423
O1 2.5792 1.1650 -1.2798
N1 -0.1921 -0.5303 0.0761
C1 2.8553 0.6087 -0.3067
H1 -1.7811 0.0254 -1.5535
H2 0.4295 -2.4988 0.8642
H3 -2.4695 1.9344 1.2457

DFT (the ωB97M-V functional and the def2-TZVPD basis) results for one molecule with the formula C4H7NO2 in a non-equilibrium geometry.

Properties
* F_max: 4.80 eV/A
* ΔE to the lowest compared entry with this formula, charge and spin: 167.93 kJ/mol
* calculated total energy: -9839.916 eV
* spin multiplicity: 3
* E_HOMO (alpha / beta): -6.37 / -9.35 eV
* frontier orbital gap (alpha / beta): 7.31 / 6.80 eV

Element x y z (Å)
O1 0.3567 2.0895 0.0603
O2 3.1422 -0.5911 -0.2833
N1 -0.6221 -0.0194 0.4233
C1 -0.0446 0.9544 -0.4741
C2 2.1188 -0.2779 0.3147
C3 -1.7823 -0.7950 0.0925
C4 0.6761 -0.3001 -0.1693
H1 -2.6265 0.0540 0.0360
H2 0.3602 2.0749 1.0911
H3 -0.6102 1.0814 -1.3999
H4 2.0610 -0.0967 1.3613
H5 -1.6880 -1.3240 -0.8843
H6 0.5498 -1.1009 -0.9063
H7 -1.8910 -1.7490 0.7379